(1)
{
  "formula": "C28H23N2OP",
  "method": "the ωB97M-V functional and the def2-TZVPD basis",
  "species": ["C", "N", "H", "C", "H", "H", "H", "H", "H", "H", "H", "C", "O", "C", "H", "H", "H", "H", "C", "C", "C", "C", "H", "H", "C", "C", "C", "C", "C", "C", "C", "C", "H", "C", "C", "H", "C", "H", "C", "C", "C", "C", "H", "H", "H", "P", "H", "C", "C", "N", "C", "C", "H", "H", "C"],
  "xyz": [[-4.23439, 4.05190, 4.99011], [-1.57402, 4.47628, 2.37285], [-2.98892, 1.80551, 2.17082], [-0.28327, 2.42433, 2.70324], [-4.88887, 3.28301, 5.45238], [-3.44607, 7.36143, 5.19887], [1.02176, 7.85801, 0.47830], [-3.85615, -0.96557, 4.50823], [-2.25072, 0.88700, 3.97602], [-3.48406, 2.99302, 0.83962], [-2.05395, -3.43534, 1.39742], [-0.03798, 6.14772, 1.22950], [0.31947, 0.88600, 0.52478], [-0.97588, 5.72003, 2.15839], [2.74858, -2.21771, 5.23186], [-0.77083, 3.39150, 0.80354], [0.41305, 5.42428, 0.56567], [4.59143, -1.19135, 1.37831], [-3.44040, 3.68639, 3.89546], [-2.61941, 2.42018, 1.31643], [-2.39017, 5.91491, 3.92803], [-3.02027, -2.34550, 3.03626], [0.84917, -0.70659, 4.69038], [-0.09349, 9.47292, 1.94268], [-2.48548, 4.58619, 3.41185], [1.65849, -0.84140, 3.97383], [-1.45595, 6.63752, 3.13661], [-1.19056, -0.30782, 2.49462], [0.28382, 7.51168, 1.19950], [-1.29715, 3.16294, 1.72648], [-1.19476, 8.00175, 3.04886], [-1.20070, -1.48139, 1.70830], [-2.32983, 1.66213, 0.56258], [2.74197, -1.69270, 4.26119], [3.78786, -1.80983, 3.32871], [4.61542, -2.47770, 3.55569], [-2.19709, -0.08481, 3.45959], [-0.50351, -1.58747, 0.86516], [0.82582, 3.39240, 2.63066], [-2.08693, -2.52235, 2.00248], [3.76890, -1.10357, 2.10715], [-0.33537, 8.42993, 2.06091], [-4.87850, 5.62888, 6.22918], [-3.59436, 2.75553, 3.38521], [2.64256, 0.23538, 0.86950], [0.20657, 0.77721, 2.02295], [-0.65338, 2.23339, 3.73734], [-3.30350, 6.33759, 4.87586], [1.60386, -0.13546, 2.74772], [1.53189, 4.32101, 2.63680], [2.66940, -0.28412, 1.83034], [-4.17521, 5.38319, 5.42786], [-3.65113, -3.18654, 3.32555], [-1.68512, 8.75665, 3.63988], [-3.09533, -1.13375, 3.73805]],
  "atomic_forces_ev_per_a": [[0.517, 0.093, -0.603], [-0.447, -0.963, -0.485], [0.118, 0.624, -1.102], [0.372, -0.165, -0.616], [0.333, 0.888, -0.398], [0.459, 0.050, -0.075], [-0.198, -0.052, 0.118], [0.270, -0.255, -0.322], [-0.068, -0.742, -0.038], [1.516, -0.164, 0.977], [-0.104, 0.330, 0.394], [-0.081, 0.463, -0.243], [0.287, 0.021, 1.244], [0.053, 0.764, 0.795], [0.148, 0.239, -0.740], [0.241, -0.179, 0.048], [0.126, 0.232, -0.190], [-0.534, 0.001, 0.520], [0.210, 0.077, 0.356], [0.051, -1.173, -0.177], [-1.068, -0.529, 0.125], [0.366, 0.010, 0.121], [0.142, -0.201, -0.090], [-0.048, 0.204, 0.076], [-0.032, 0.964, 0.593], [0.143, 0.296, -0.522], [-0.211, -0.255, -1.004], [-0.364, -0.108, -0.369], [-0.188, -0.760, -0.079], [-1.492, 1.122, 0.183], [0.299, -0.023, -0.546], [-0.166, -0.218, 0.397], [-0.017, 0.378, 0.268], [-0.359, 0.674, -0.269], [-0.224, 0.111, -0.200], [-0.077, 0.145, -0.056], [0.648, -0.730, -0.330], [-0.210, 0.114, 0.523], [1.270, 1.365, 1.308], [-0.085, 0.641, 0.034], [-0.370, -0.195, 0.766], [0.572, -0.337, -0.322], [0.359, 0.340, -0.271], [-0.055, -0.100, 0.481], [-0.191, -0.101, 0.355], [-1.215, -0.535, -1.400], [0.205, 0.739, -0.630], [-1.079, -0.968, 0.781], [1.140, -0.166, -0.131], [-0.786, -2.245, -0.071], [0.226, -0.016, 0.057], [-0.394, -0.321, 0.552], [-0.037, 0.343, -0.140], [-0.119, -0.165, 0.471], [0.154, 0.442, -0.125]],
  "orbital_gap_ev": 8.0,
  "smiles": "C[C@H]([C@H](C#N)P(=O)(c1ccccc1)c1ccccc1)n1c2ccccc2c2ccccc21",
  "e_tot_ev": -43725.81270,
  "lumo_ev": 0.2876,
  "total_charge": 0,
  "relative_energy_kj_mol": 29.47
}


(2)
{
  "formula": "C28H23N5O2S2Sn",
  "method": "the ωB97M-V functional and the def2-TZVPD basis",
  "species": ["H", "H", "C", "O", "H", "H", "H", "H", "C", "C", "C", "H", "C", "N", "H", "C", "H", "C", "C", "C", "N", "H", "H", "S", "N", "N", "C", "H", "C", "H", "H", "C", "C", "O", "H", "C", "C", "C", "C", "C", "H", "S", "Sn", "C", "H", "H", "H", "C", "H", "C", "C", "C", "C", "H", "H", "N", "C", "C", "C", "H", "C"],
  "xyz": [[-2.73310, 6.38955, -0.63037], [2.12646, -3.34843, 0.53421], [-2.32102, -2.36719, -1.21460], [1.63576, 1.17259, 1.32179], [5.40117, -1.88735, 6.09496], [1.07631, -1.79123, -3.99948], [-6.54493, 4.50094, 0.19355], [2.58092, 3.38414, -4.55077], [2.84084, -1.14636, 4.70776], [1.83898, -4.02043, -1.51397], [-2.88364, 4.28158, -1.21061], [3.99624, 3.02447, -2.38153], [-4.61368, 5.51876, -0.06965], [0.85941, -0.92656, 0.36593], [0.02810, 2.93572, -3.68826], [-3.39627, -3.12895, -1.51921], [2.00788, -5.09222, -1.37327], [2.15930, 2.69554, -1.33829], [-4.10707, 0.92452, -0.59191], [4.33014, -2.48498, 3.36396], [-3.22436, 1.77940, -1.05398], [1.42944, 0.14345, 3.61065], [-1.93480, 4.19687, -1.66200], [2.24865, -0.07403, 0.86093], [0.88321, 2.64495, -1.78565], [2.98455, 2.91440, -2.41722], [2.82023, -0.90136, 2.29632], [-5.97151, -0.94661, -0.80770], [2.29475, -0.51164, 3.55526], [-4.92851, 6.40407, 0.50248], [2.45730, 2.48175, -0.32952], [1.72709, -3.14851, -0.46511], [0.92102, 2.86203, -3.13105], [3.28241, -0.20830, -0.15114], [-5.49637, -3.33006, -1.58583], [-4.96819, -1.33557, -0.90759], [4.49284, -2.53093, 5.86806], [1.49927, -3.51479, -2.77385], [-5.50948, 4.45341, -0.12710], [3.77141, -1.93912, 2.19077], [-3.29298, -4.17273, -1.84181], [-5.59604, 1.62718, -0.19889], [-0.83532, 0.54666, -0.30502], [-3.84987, -0.50134, -0.66340], [1.68680, -4.11555, -3.64726], [5.12809, -3.23463, 3.30263], [-1.29761, -2.81486, -1.30440], [-4.69106, -2.64023, -1.35366], [4.02622, -2.34023, 1.23512], [1.17036, -2.19458, -2.98558], [-2.49778, -1.01102, -0.72523], [1.18936, -1.81141, -0.68365], [-3.67935, 3.12122, -1.04680], [2.21869, -0.97956, 5.56878], [3.79864, -2.36905, 6.74568], [0.90724, -1.36979, -1.93954], [3.88787, -2.05696, 4.64076], [-3.32643, 5.47548, -0.65083], [-4.99847, 3.23476, -0.53794], [4.80117, -3.57115, 5.75555], [2.18973, 3.10426, -3.55146]],
  "atomic_forces_ev_per_a": [[0.040, -0.443, -0.142], [-0.626, -0.297, -0.286], [2.595, 2.578, 1.331], [0.644, -0.214, -0.758], [-0.857, -0.881, -0.247], [-0.162, -0.083, 0.505], [0.247, 0.292, 0.308], [-0.232, -0.366, 1.095], [-1.785, 0.961, -1.986], [-1.157, 0.225, -0.339], [-0.486, 1.242, 0.692], [-0.493, -0.051, 0.055], [-0.439, 0.739, 0.364], [0.016, 0.732, -0.482], [-0.675, -0.048, -0.579], [-1.477, -0.935, -0.111], [0.483, 0.536, -0.023], [-0.913, -0.308, -2.330], [-0.268, -0.566, -0.607], [-0.439, 0.647, -0.223], [1.420, 3.638, -0.497], [0.394, 0.059, 0.100], [1.032, -0.051, -0.415], [-0.356, -0.478, 0.496], [0.905, -0.711, 1.476], [-0.705, 0.551, 0.476], [-0.077, -0.202, 1.041], [-0.080, -0.183, -0.124], [1.212, -1.659, -0.240], [0.164, -0.273, -0.566], [0.223, 0.169, -0.007], [-0.134, 2.194, 1.153], [0.429, 0.504, 0.120], [-1.165, 0.826, 0.765], [-0.109, 0.287, 0.056], [1.285, -1.388, -0.317], [0.842, 0.373, 2.105], [0.967, -0.224, -0.759], [-0.252, -1.153, -0.228], [-0.182, 0.266, 1.518], [0.144, 0.540, 0.050], [-1.555, 0.323, 0.498], [1.803, -1.802, -0.556], [0.759, -0.139, -0.094], [-0.197, -0.275, -0.152], [-0.433, 0.264, -0.063], [-1.018, 0.669, 0.130], [-1.085, 0.637, 0.332], [0.458, 0.102, -0.490], [-0.534, 0.162, 0.918], [-0.691, -0.821, -1.083], [-0.099, -1.625, -2.075], [0.688, -2.856, 0.926], [0.620, 0.076, 0.806], [0.786, -0.489, -0.923], [0.171, -0.204, 1.012], [-0.541, 0.577, -1.797], [0.156, -0.992, -0.487], [-0.132, -0.198, 0.269], [0.071, 0.078, 0.410], [0.801, -0.329, -0.019]],
  "orbital_gap_ev": [4.4, 3.3],
  "e_tot_ev": -68437.29144,
  "lumo_ev": [-8.8489, -10.1241],
  "total_charge": 2
}


(3)
{
  "formula": "C28H23N7O2S4Sn",
  "method": "the ωB97M-V functional and the def2-TZVPD basis",
  "species": ["C", "C", "H", "C", "S", "S", "O", "C", "H", "H", "H", "N", "N", "H", "H", "C", "O", "H", "C", "H", "C", "H", "H", "N", "C", "C", "H", "C", "C", "C", "H", "S", "H", "H", "H", "H", "H", "C", "N", "N", "C", "C", "Sn", "C", "C", "H", "N", "C", "N", "H", "C", "C", "S", "H", "C", "C", "C", "H", "C", "H", "H", "C", "C", "C", "C"],
  "xyz": [[-4.00549, 0.65672, -2.12551], [2.43411, 2.35358, 2.16641], [-4.18868, 4.50636, -5.01226], [-1.98005, 2.64761, 1.02316], [-3.62927, 0.68465, 1.97931], [-0.60771, 3.33611, 0.51880], [-0.85784, 1.36510, -2.02098], [4.35121, 1.58020, 5.16691], [-4.46565, -0.77490, -5.68339], [-5.49717, -1.91006, -3.74592], [-2.35075, 6.38614, -3.66320], [1.69513, -1.12501, 0.54702], [3.14846, 2.51403, 3.27658], [-3.10715, 1.27083, -5.34054], [3.60482, -1.95671, 3.76916], [-0.47999, -1.39290, -2.86136], [-5.49508, 2.48126, 2.45132], [0.27772, 3.94745, -2.77443], [-0.74000, -2.60901, -3.47357], [2.09864, 3.26622, 1.68680], [-2.15550, 1.16582, 1.23459], [-1.34152, -2.63427, -4.37080], [-0.40056, -4.72844, -3.37446], [-2.62048, 2.44297, -3.00453], [1.51922, -2.28002, 0.03265], [-4.32847, -0.37882, -4.68631], [1.92606, -3.16389, 0.51648], [-1.70611, 4.35226, -3.62707], [-4.74279, -0.50177, -2.31682], [4.79988, 0.45914, 5.83147], [4.89164, -1.68798, 5.86775], [-3.36645, 3.61437, 1.38774], [3.34932, 3.44566, 3.60747], [-0.65453, 6.13517, -4.08717], [0.95801, -4.54304, -1.28749], [-4.85212, 3.24159, -3.97567], [-5.20463, -0.99380, -1.47128], [3.35035, 0.14834, 3.47789], [2.40482, -1.12284, 1.72068], [2.12124, 1.20976, 1.63124], [3.81660, -0.97577, 4.16866], [-4.40383, 2.30984, 2.03550], [1.01569, 0.80626, -0.81494], [-3.42442, 1.27887, -3.21828], [-0.73873, 3.64042, -2.94834], [-3.88019, 1.08554, -1.13938], [-2.82340, 3.60900, -3.71422], [-3.57299, 0.77002, -4.50053], [0.25055, -1.29150, -1.74926], [-4.48322, 4.83516, -3.28579], [0.74972, -2.41725, -1.20306], [4.53206, -0.81955, 5.33413], [-1.07048, 0.02358, 0.82729], [4.55697, 2.57269, 5.54762], [-0.22060, -3.76458, -2.91823], [-1.31817, 2.40936, -2.58127], [-4.16797, 4.08427, -4.01046], [5.36544, 0.57303, 6.74607], [0.53678, -3.66634, -1.75992], [-1.92703, 5.72967, -5.24441], [-0.87391, -0.46693, -3.25326], [-4.90695, -1.01616, -3.59629], [2.59494, 0.05351, 2.23208], [3.62647, 1.41345, 3.99174], [-1.65645, 5.72764, -4.18837]],
  "atomic_forces_ev_per_a": [[0.002, 0.014, -0.017], [-0.003, 0.012, 0.012], [0.015, 0.012, 0.009], [0.038, 0.013, 0.015], [0.008, 0.001, 0.006], [-0.010, -0.001, 0.021], [-0.106, 0.046, 0.008], [-0.002, 0.008, -0.003], [-0.002, -0.002, -0.002], [-0.002, -0.001, 0.000], [0.001, 0.002, -0.001], [-0.029, -0.025, -0.127], [-0.006, 0.004, -0.014], [0.001, 0.005, 0.000], [0.001, 0.000, -0.002], [0.002, 0.011, 0.019], [-0.003, -0.004, 0.003], [0.003, 0.004, -0.003], [-0.005, -0.007, 0.002], [-0.001, 0.000, -0.006], [0.021, 0.025, 0.007], [0.001, -0.003, -0.003], [-0.001, -0.002, 0.000], [-0.027, 0.009, 0.035], [0.015, 0.016, 0.031], [0.003, 0.006, 0.000], [-0.004, 0.003, 0.001], [0.007, -0.012, -0.040], [0.000, -0.003, 0.000], [0.001, -0.005, -0.003], [0.001, -0.001, 0.000], [-0.015, 0.008, -0.005], [0.000, -0.003, 0.001], [0.001, 0.000, 0.001], [0.003, -0.003, -0.001], [0.004, -0.002, -0.022], [-0.001, -0.002, 0.002], [-0.002, 0.015, 0.008], [-0.015, 0.002, 0.045], [-0.004, 0.008, 0.030], [-0.005, -0.001, -0.002], [-0.010, 0.006, -0.012], [0.061, 0.006, 0.031], [0.004, -0.007, -0.008], [-0.001, 0.023, 0.023], [-0.006, 0.000, -0.006], [-0.011, 0.011, -0.043], [-0.003, -0.016, -0.005], [0.030, -0.029, -0.001], [-0.012, -0.007, 0.010], [-0.009, 0.002, -0.012], [0.003, 0.002, 0.002], [-0.019, -0.046, 0.015], [0.002, 0.002, 0.001], [-0.002, 0.013, 0.003], [0.067, -0.082, -0.020], [-0.009, 0.000, 0.028], [-0.001, 0.001, 0.001], [-0.004, -0.001, 0.002], [-0.002, -0.002, -0.001], [0.002, 0.002, -0.011], [0.001, -0.001, 0.008], [0.036, -0.015, -0.019], [-0.002, -0.013, 0.002], [0.001, 0.004, 0.008]],
  "orbital_gap_ev": 5.5,
  "e_tot_ev": -93094.74476,
  "lumo_ev": -7.6817,
  "total_charge": 2,
  "relative_energy_kj_mol": 0.00
}